Entry 1:
{
  "formula": "C25H56F3N6O5",
  "method": "wB97M-V/def2-TZVPD",
  "e_tot_ha": -1989.85218,
  "max_force_ev_per_a": 6.2,
  "gap_ev": 8.1,
  "e_lumo_ha": -0.08380,
  "charge": 1,
  "species": ["N", "C", "C", "C", "C", "C", "C", "C", "C", "N", "N", "C", "N", "C", "C", "O", "C", "F", "F", "F", "C", "H", "H", "H", "H", "H", "H", "H", "H", "H", "H", "H", "H", "H", "H", "H", "H", "H", "H", "H", "H", "H", "H", "H", "H", "H", "H", "C", "O", "C", "C", "N", "C", "C", "O", "C", "H", "H", "H", "H", "H", "H", "H", "H", "H", "H", "H", "H", "H", "H", "H", "C", "O", "C", "C", "N", "C", "C", "O", "C", "H", "H", "H", "H", "H", "H", "H", "H", "H", "H", "H", "H", "H", "H", "H"],
  "coordinates": [[5.3293, -0.4273, 1.6612], [4.6083, -1.1856, 0.7531], [3.7315, -0.5907, -0.5029], [2.8369, 0.7381, -0.1367], [2.4307, 1.6510, -1.4783], [1.2734, 2.5784, -0.7043], [0.5804, 3.6698, -1.7115], [1.7417, 4.7287, -2.2846], [1.9286, 5.9342, -1.1567], [3.1992, 5.8150, -0.3401], [0.3641, 1.6413, 0.1149], [0.1568, 2.2024, 1.5356], [1.4381, 2.3173, 2.3321], [-0.9146, 1.1332, -0.5515], [-2.2902, 1.8316, 0.0154], [-2.3605, 3.2909, -0.1504], [-3.5325, 1.2065, -0.9130], [-4.8593, 1.7767, -0.5715], [-3.3229, 1.4850, -2.3724], [-3.6091, -0.2909, -0.7995], [1.2626, 0.4025, 0.3198], [5.2085, 0.5801, 1.3957], [4.6245, -2.3594, 0.9300], [4.4083, -0.3755, -1.4505], [2.9966, -1.4672, -0.8413], [3.3059, 1.5101, 0.6218], [1.7784, 1.0102, -2.2456], [3.3686, 2.2000, -1.9157], [1.9896, 3.2831, -0.0591], [-0.2237, 4.3722, -1.1853], [0.1290, 3.1128, -2.6455], [2.7427, 4.1968, -2.5748], [1.2558, 5.2043, -3.2545], [1.9394, 7.0114, -1.6687], [1.0344, 5.9524, -0.3660], [2.9223, 5.6966, 0.6811], [3.7631, 6.7053, -0.3480], [-0.2784, 3.3076, 1.4455], [-0.5689, 1.5109, 2.1835], [1.5668, 3.2559, 2.7693], [1.5690, 1.5318, 3.0063], [-1.0690, -0.0422, -0.4097], [-0.8521, 1.2789, -1.7347], [-2.5400, 1.4618, 1.1224], [-2.9716, 3.5603, -0.9073], [1.1664, -0.1312, 1.3835], [1.0524, -0.5332, -0.3905], [-4.1935, -3.6133, -7.9658], [-3.5182, -2.4027, -7.6509], [-4.4018, -1.3645, -7.2075], [-4.1787, -1.0686, -5.7150], [-4.6472, -2.1738, -4.8761], [-4.2201, -2.0737, -3.4746], [-2.7043, -2.1321, -3.1901], [-2.1092, -3.3986, -3.4714], [-1.7370, -3.5845, -4.8287], [-3.4769, -4.2894, -8.4381], [-4.5703, -4.0943, -7.0606], [-5.0160, -3.4356, -8.6663], [-5.4536, -1.5983, -7.4188], [-4.1440, -0.4680, -7.7805], [-4.7214, -0.1550, -5.4437], [-3.1094, -0.8889, -5.5728], [-4.2955, -3.0509, -5.2518], [-4.6929, -2.9079, -2.9454], [-4.6336, -1.1541, -3.0425], [-2.5757, -1.9777, -2.1108], [-2.1508, -1.3203, -3.6726], [-1.4295, -2.6529, -5.3121], [-2.5530, -4.0535, -5.3801], [-0.8910, -4.2809, -4.8585], [2.3638, -4.3193, 4.9783], [1.3759, -3.9875, 5.9450], [1.9314, -3.6290, 7.2171], [1.7161, -2.1321, 7.4959], [2.5420, -1.3014, 6.6170], [2.1860, 0.1231, 6.6445], [0.7766, 0.5107, 6.1494], [0.5735, 0.2997, 4.7525], [0.1967, -1.0248, 4.4069], [1.8570, -4.7262, 4.1001], [2.9190, -3.4307, 4.6701], [3.0534, -5.0776, 5.3630], [2.9909, -3.9055, 7.2984], [1.3841, -4.2039, 7.9710], [1.9746, -1.9193, 8.5403], [0.6523, -1.9221, 7.3549], [2.4485, -1.6321, 5.6599], [2.9169, 0.6383, 6.0122], [2.3289, 0.5048, 7.6630], [0.6700, 1.5923, 6.3041], [-0.0218, 0.0481, 6.7384], [-0.4033, -1.5077, 5.1833], [1.0826, -1.6190, 4.1793], [-0.4018, -0.9811, 3.4896]]
}

=====

Entry 2:
{
  "formula": "C25H56LiN5O12P",
  "method": "wB97M-V/def2-TZVPD",
  "e_tot_ha": -2511.36868,
  "max_force_ev_per_a": 2.0,
  "gap_ev": 6.4,
  "e_lumo_ha": 0.05629,
  "charge": -1,
  "species": ["Li", "C", "C", "C", "C", "P", "C", "C", "C", "C", "C", "C", "C", "C", "C", "C", "C", "C", "H", "H", "H", "H", "H", "H", "H", "H", "H", "H", "H", "H", "H", "H", "H", "H", "H", "H", "H", "H", "H", "H", "H", "H", "H", "H", "H", "H", "H", "H", "H", "H", "H", "H", "H", "H", "C", "C", "C", "C", "N", "C", "C", "C", "C", "C", "H", "H", "H", "H", "H", "H", "H", "H", "H", "H", "H", "H", "H", "H", "H", "H", "H", "H", "H", "H", "N", "O", "O", "O", "N", "O", "O", "O", "N", "O", "O", "O", "N", "O", "O", "O"],
  "coordinates": [[-1.0651, 24.2846, 1.4279], [3.8877, 17.2919, 3.0730], [2.7395, 18.2975, 3.2015], [1.4217, 17.6274, 3.5562], [0.2867, 18.6566, 3.4378], [-1.1622, 18.4973, 4.4852], [-2.2099, 19.9348, 4.1862], [-2.7471, 20.0377, 2.7264], [-3.1801, 21.4719, 2.4325], [-4.1643, 21.5338, 1.2400], [-2.0871, 17.0337, 4.0351], [-1.3958, 15.6692, 4.3540], [-2.3032, 14.6786, 5.0640], [-3.5202, 14.3526, 4.1864], [-0.6806, 18.5178, 6.2564], [-0.1066, 19.8499, 6.6983], [0.6704, 19.7224, 8.0065], [-0.1824, 19.6622, 9.2831], [3.9430, 16.7720, 2.1205], [3.8145, 16.5591, 3.8870], [4.8519, 17.7772, 3.2391], [2.6657, 18.7412, 2.2032], [2.9862, 19.0901, 3.9028], [1.5396, 17.2849, 4.5979], [1.1489, 16.7118, 3.0284], [-0.1492, 18.6464, 2.4331], [0.6790, 19.6572, 3.6354], [-1.5901, 20.8128, 4.3983], [-3.0576, 19.8924, 4.8759], [-3.5783, 19.3275, 2.6799], [-1.9702, 19.7441, 2.0182], [-2.3182, 22.0640, 2.1435], [-3.6076, 21.9810, 3.2985], [-3.7365, 22.2319, 0.5193], [-5.1303, 21.9382, 1.5356], [-4.2917, 20.5791, 0.7302], [-2.2286, 17.0470, 2.9529], [-3.0681, 17.1502, 4.5074], [-0.5137, 15.8905, 4.9639], [-1.0389, 15.2541, 3.4136], [-2.6568, 15.0678, 6.0193], [-1.7198, 13.7803, 5.2769], [-4.0009, 13.3952, 4.3900], [-3.3637, 14.4462, 3.1121], [-4.2990, 15.0837, 4.4382], [0.0858, 17.7525, 6.4024], [-1.5965, 18.2427, 6.7864], [-0.8739, 20.6129, 6.8273], [0.6501, 20.2585, 6.0326], [1.3438, 20.5687, 8.1711], [1.3508, 18.8615, 8.0449], [-0.7172, 18.7159, 9.3867], [-0.8427, 20.5330, 9.3422], [0.4127, 19.7735, 10.1965], [-4.0804, 29.1484, 8.2007], [-3.0270, 29.8369, 7.3419], [-2.4231, 28.8570, 6.3330], [-1.3169, 29.4480, 5.4733], [-0.7201, 28.4794, 4.5108], [-0.3138, 27.1656, 5.1291], [0.5206, 26.6158, 4.0180], [1.4041, 27.7733, 3.5389], [0.5766, 29.0185, 3.9253], [-1.7593, 28.2918, 3.4259], [-4.7774, 29.8734, 8.6137], [-3.5491, 28.6183, 8.9952], [-4.6341, 28.3720, 7.6729], [-2.2169, 30.2427, 7.9550], [-3.4157, 30.6738, 6.7502], [-3.2092, 28.4624, 5.6863], [-1.9865, 28.0211, 6.8904], [-0.4888, 29.6850, 6.1521], [-1.6276, 30.3322, 4.9238], [-1.1949, 26.5609, 5.3363], [0.2497, 27.4366, 6.0264], [-0.0835, 26.3161, 3.1828], [1.1826, 25.8006, 4.3082], [1.6374, 27.6956, 2.4823], [2.3328, 27.8047, 4.1129], [0.2847, 29.6897, 3.1218], [1.0858, 29.5746, 4.7109], [-2.6068, 27.7687, 3.8570], [-1.3316, 27.6546, 2.6582], [-1.9917, 29.2627, 3.0072], [0.9809, 22.9672, 3.5933], [0.2661, 23.5860, 2.7628], [2.1518, 23.3546, 3.8373], [0.4657, 22.0126, 4.2467], [-1.1539, 22.2767, -1.0386], [-1.9100, 22.1564, -2.0230], [-1.1846, 23.3472, -0.3423], [-0.3010, 21.3850, -0.7593], [-0.7452, 27.3774, 0.3446], [-1.4618, 27.4883, -0.6658], [-0.3027, 28.4104, 0.9386], [-0.4853, 26.2351, 0.8611], [-3.5117, 25.1409, 3.3412], [-2.8548, 25.6011, 4.3076], [-2.9265, 24.7209, 2.3154], [-4.7586, 25.1687, 3.3654]]
}

=====

Entry 3:
{
  "formula": "C25H56N5O3P2",
  "method": "wB97M-V/def2-TZVPD",
  "e_tot_ha": -2167.98852,
  "max_force_ev_per_a": 1.2,
  "gap_ev": 5.3,
  "e_lumo_ha": -0.10723,
  "charge": 1,
  "species": ["C", "C", "P", "C", "C", "C", "C", "C", "C", "C", "C", "C", "C", "C", "O", "C", "C", "O", "C", "C", "C", "N", "N", "N", "P", "C", "O", "H", "H", "H", "H", "H", "H", "H", "H", "H", "H", "H", "H", "H", "H", "H", "H", "H", "H", "H", "H", "H", "H", "H", "H", "H", "H", "H", "H", "H", "H", "H", "H", "H", "H", "H", "H", "H", "H", "H", "H", "H", "H", "H", "H", "H", "C", "C", "N", "C", "C", "N", "C", "C", "H", "H", "H", "H", "H", "H", "H", "H", "H", "H", "H"],
  "coordinates": [[4.7845, 2.5233, -2.6914], [4.0836, 1.4174, -3.0154], [2.7445, 0.7434, -1.9224], [1.6204, -0.4960, -2.7272], [0.0964, -0.3276, -2.7527], [-0.6684, -0.8350, -1.5177], [-1.9945, -1.5384, -1.9240], [-3.1942, -0.9710, -1.1588], [-4.4641, -1.7921, -1.3554], [-5.7441, -1.0498, -0.9233], [-6.5707, -0.5079, -2.0979], [-8.0671, -0.4218, -1.7378], [-8.8338, 0.6310, -2.5668], [-9.6630, 1.5567, -1.6870], [-9.8453, 2.7822, -2.3696], [-10.5763, 3.7061, -1.5949], [1.6855, 2.2625, -2.3681], [1.6848, 2.4000, -3.7799], [0.4483, 2.7491, -4.3698], [2.9487, 1.2357, -0.1360], [1.8326, 0.8963, 0.8535], [0.6173, 1.6563, 0.5855], [1.5880, -0.5216, 0.8925], [2.3302, 1.3021, 2.2286], [4.1382, -1.0712, -1.3305], [5.8588, -0.4118, -1.1105], [4.3428, -2.0607, -2.6711], [5.0000, 2.6988, -1.6392], [5.0774, 3.2685, -3.4201], [4.3203, 0.8904, -3.9368], [1.9654, -0.5954, -3.7581], [1.8244, -1.4668, -2.2756], [-0.2553, 0.6644, -3.0213], [-0.2433, -0.9739, -3.5651], [-0.9561, -0.0164, -0.8661], [-0.0669, -1.5799, -1.0068], [-2.2140, -1.3805, -2.9813], [-1.9214, -2.6143, -1.7592], [-2.9628, -0.8462, -0.0985], [-3.3823, 0.0267, -1.5702], [-4.3794, -2.7497, -0.8407], [-4.5462, -2.0060, -2.4234], [-6.3675, -1.7155, -0.3270], [-5.4693, -0.1908, -0.3073], [-6.4718, -1.1711, -2.9586], [-6.2124, 0.4760, -2.4027], [-8.1599, -0.2290, -0.6687], [-8.4892, -1.4055, -1.9441], [-8.1124, 1.2710, -3.0735], [-9.4638, 0.1439, -3.3072], [-10.6353, 1.1077, -1.4572], [-9.1111, 1.7547, -0.7602], [-10.0039, 3.9995, -0.7098], [-11.5387, 3.2909, -1.2812], [-10.7659, 4.5744, -2.2193], [0.6882, 2.2205, -1.9324], [2.1722, 3.1443, -1.9340], [-0.3180, 3.0105, -3.6399], [0.0898, 1.9168, -4.9801], [0.5711, 3.5989, -5.0422], [3.8637, 0.7983, 0.2630], [3.1041, 2.3166, -0.1090], [-0.1487, 1.1268, 0.9917], [0.6567, 2.4864, 1.1678], [2.4538, -1.0458, 0.8110], [1.1281, -0.7288, 1.7715], [2.7487, 2.2260, 2.1594], [3.0805, 0.6419, 2.4065], [6.3346, -0.1689, -2.0629], [5.8845, 0.4638, -0.4652], [6.4530, -1.2136, -0.6726], [4.8103, -1.5645, -3.3504], [5.6916, -0.4637, 3.6981], [4.7382, -1.6115, 3.9846], [4.7251, -1.9615, 5.4135], [3.7231, -1.6782, 6.3105], [4.1064, -2.1892, 7.5059], [5.3373, -2.7727, 7.3167], [5.6904, -2.6203, 6.0442], [6.1373, -3.4545, 8.3383], [6.7105, -0.7150, 3.9943], [5.6958, -0.2346, 2.6334], [5.3966, 0.4328, 4.2449], [5.0300, -2.4996, 3.4261], [3.7221, -1.3579, 3.6896], [2.8435, -1.1444, 5.9970], [3.6387, -2.2059, 8.4738], [6.6062, -2.9706, 5.5993], [7.0885, -2.9423, 8.4573], [6.3064, -4.4854, 8.0383], [5.5981, -3.4371, 9.2793]]
}

=====

Entry 4:
{
  "formula": "C25H57N7O8PS",
  "method": "wB97M-V/def2-TZVPD",
  "e_tot_ha": -2711.09091,
  "max_force_ev_per_a": 6.3,
  "gap_ev": 8.1,
  "e_lumo_ha": -0.10124,
  "charge": 1,
  "species": ["C", "C", "O", "N", "C", "C", "C", "C", "C", "S", "C", "C", "C", "O", "P", "N", "O", "H", "H", "H", "H", "H", "H", "H", "H", "H", "H", "H", "H", "H", "H", "H", "H", "H", "H", "H", "H", "H", "H", "C", "O", "N", "C", "C", "H", "H", "H", "H", "H", "H", "H", "C", "O", "N", "C", "C", "H", "H", "H", "H", "H", "H", "H", "C", "O", "N", "C", "C", "H", "H", "H", "H", "H", "H", "H", "C", "O", "N", "C", "C", "H", "H", "H", "H", "H", "H", "H", "C", "O", "N", "C", "C", "H", "H", "H", "H", "H", "H", "H"],
  "coordinates": [[2.9224, -2.0526, -0.6369], [2.6976, -2.4575, -2.1625], [3.6477, -2.9093, -2.8232], [1.3759, -2.3434, -2.8578], [0.3312, -3.0205, -2.0393], [1.1456, -0.8703, -2.9725], [-0.1755, -0.4678, -3.7794], [-1.1089, 0.4281, -2.7867], [-2.2802, -0.5339, -2.2709], [-2.8498, -0.1777, -0.5281], [-1.4547, -0.2944, 0.6737], [-0.8966, 1.2883, 0.9867], [0.6621, 1.5780, 0.4536], [0.2333, 1.3921, 1.9626], [-4.0999, -1.9108, -0.0210], [-5.0061, -2.4346, -1.4388], [-2.9562, -3.1683, 0.2687], [3.6355, -1.1562, -0.5921], [1.9660, -1.7139, -0.1071], [3.4276, -2.9221, -0.0758], [-0.5289, -3.3844, -2.6963], [0.7457, -3.8626, -1.3790], [-0.1109, -2.2449, -1.3239], [1.1390, -0.4402, -1.9132], [2.0480, -0.4128, -3.5086], [-0.7382, -1.4183, -4.0963], [0.0590, 0.0925, -4.7465], [-0.5061, 0.9278, -1.9670], [-1.5630, 1.2290, -3.4662], [-2.0429, -1.6523, -2.3831], [-3.1877, -0.3362, -2.9476], [-1.8341, -0.6331, 1.6951], [-0.5543, -0.8811, 0.3173], [-1.6821, 2.1737, 0.8995], [0.3602, 2.5698, 0.0041], [0.8723, 0.6110, -0.0888], [-4.4010, -2.3702, -2.2847], [-5.1248, -3.4582, -1.3126], [-2.8692, -3.7374, -0.5351], [2.9367, 0.6474, -6.1387], [1.8265, 0.6248, -5.6291], [3.3176, -0.0813, -7.2180], [4.6570, -0.0006, -7.7672], [2.3543, -0.9687, -7.8415], [3.7416, 1.2866, -5.7430], [4.5969, 0.3334, -8.8056], [5.1184, -0.9900, -7.7279], [5.2695, 0.7020, -7.2008], [1.4943, -0.3850, -8.1783], [2.0133, -1.7014, -7.1060], [2.8030, -1.4836, -8.6908], [-5.4534, 1.5304, 2.3692], [-5.5532, 0.3681, 2.0082], [-4.5718, 1.9930, 3.2946], [-4.5133, 3.3946, 3.6727], [-3.6609, 1.0581, 3.9246], [-6.0978, 2.3216, 1.9544], [-3.5140, 3.7797, 3.4529], [-4.7119, 3.4831, 4.7422], [-5.2513, 3.9795, 3.1229], [-3.0467, 0.5820, 3.1560], [-4.2377, 0.2857, 4.4386], [-3.0191, 1.5729, 4.6394], [-5.8010, 5.2054, 7.2038], [-5.4116, 5.0531, 6.0592], [-6.7961, 4.4918, 7.7954], [-7.2051, 4.7310, 9.1654], [-7.4689, 3.4590, 7.0312], [-5.3576, 5.9626, 7.8696], [-7.0650, 3.8152, 9.7446], [-8.2606, 5.0132, 9.1784], [-6.6160, 5.5313, 9.6145], [-6.7355, 2.7159, 6.7085], [-7.9248, 3.9077, 6.1454], [-8.2379, 2.9768, 7.6346], [4.6638, -4.6608, 1.7408], [3.5727, -4.1425, 1.9098], [4.9364, -5.9832, 1.8957], [6.2621, -6.5267, 1.6759], [3.8666, -6.8784, 2.2935], [5.5439, -4.0710, 1.4378], [6.2130, -7.2770, 0.8833], [6.6137, -6.9934, 2.5992], [6.9617, -5.7430, 1.3830], [3.0674, -6.8352, 1.5498], [3.4659, -6.5530, 3.2563], [4.2351, -7.9008, 2.3765], [5.7465, 4.0706, -2.1088], [6.1228, 3.9066, -3.2518], [4.7507, 3.3648, -1.5012], [4.3530, 3.6147, -0.1305], [4.0675, 2.3298, -2.2522], [6.1999, 4.8313, -1.4532], [4.4939, 2.7004, 0.4518], [3.2979, 3.9008, -0.1146], [4.9478, 4.4153, 0.3106], [4.7950, 1.5810, -2.5754], [3.6063, 2.7739, -3.1380], [3.3006, 1.8552, -1.6383]]
}